51
Properties=species:S:1:pos:R:3 method="wB97M-V/def2-TZVPD" e_homo_ev=-8.5 de_lowest_kcal_mol=40.7 smiles=COCc1ccc(CN2CCC[C@](CO)(Cc3cccc(Cl)c3)C2)o1 charge=0 gap_ev=9.3121 fmax_ev_per_a=0.929
C 5.01 2.19 0.29
O 4.28 1.45 1.23
C 3.30 0.60 0.66
C 2.16 1.34 0.04
C 1.97 1.83 -1.22
C 0.70 2.47 -1.21
C 0.21 2.31 0.05
C -1.10 2.69 0.66
N -2.16 1.78 0.22
C -3.46 2.17 0.74
C -4.55 1.29 0.12
C -4.26 -0.20 0.35
C -2.83 -0.57 -0.09
C -2.72 -0.45 -1.64
O -1.55 0.17 -2.11
C -2.50 -2.00 0.38
C -1.03 -2.28 0.55
C -0.53 -2.68 1.79
C 0.82 -2.91 1.98
C 1.71 -2.74 0.93
C 1.22 -2.35 -0.30
Cl 2.31 -2.11 -1.62
C -0.13 -2.13 -0.51
C -1.87 0.41 0.60
O 1.09 1.63 0.81
H 5.76 2.75 0.86
H 4.38 2.89 -0.26
H 5.51 1.53 -0.43
H 3.77 -0.04 -0.10
H 2.93 -0.01 1.48
H 2.63 1.75 -2.05
H 0.23 2.97 -2.03
H -1.00 2.68 1.76
H -1.38 3.70 0.34
H -3.64 3.21 0.48
H -3.49 2.07 1.84
H -4.60 1.51 -0.95
H -5.51 1.54 0.56
H -4.98 -0.81 -0.19
H -4.36 -0.41 1.41
H -2.73 -1.44 -2.09
H -3.59 0.09 -2.03
H -1.51 1.05 -1.71
H -2.93 -2.72 -0.33
H -2.99 -2.17 1.35
H -1.21 -2.80 2.62
H 1.18 -3.22 2.94
H 2.77 -2.91 1.07
H -0.47 -1.81 -1.47
H -0.85 0.17 0.32
H -1.96 0.27 1.70

=====

49
Properties=species:S:1:pos:R:3 method="wB97M-V/def2-TZVPD" s2=3.768 e_homo_ev="-15.4 / -15.8" de_lowest_kcal_mol=0.0 spin_multiplicity=4 charge=+2 gap_ev="9.3509 / 6.1917" fmax_ev_per_a=3.138
C 0.19 0.66 -5.89
C 1.59 1.22 -6.19
C -0.01 -0.67 -6.61
C -0.89 1.67 -6.28
Cl 0.07 0.39 -4.08
H 0.04 -0.54 -7.70
H -1.00 -1.09 -6.38
H 0.76 -1.40 -6.33
H 1.70 1.41 -7.27
H 2.37 0.52 -5.90
H 1.75 2.18 -5.68
H -0.86 1.87 -7.36
H -0.74 2.63 -5.77
H -1.89 1.29 -6.05
C 1.62 -1.11 0.67
C 0.85 -2.01 -0.16
C 0.97 -1.58 -1.52
H 0.33 -2.87 0.23
C 1.87 -0.43 -1.54
C 2.25 -0.14 -0.19
H 2.90 0.67 0.13
H 1.74 -1.22 1.73
H 0.57 -2.08 -2.38
H 2.23 0.09 -2.42
C -1.84 1.22 -0.02
C -1.85 0.03 0.81
C -1.86 -1.11 -0.04
H -1.92 -0.01 1.88
C -1.78 -0.65 -1.41
C -1.81 0.79 -1.40
H -1.88 1.45 -2.25
H -1.87 2.25 0.33
H -1.93 -2.13 0.32
H -1.79 -1.28 -2.29
Re -0.03 -0.06 -0.39
C 1.31 3.06 6.05
C 1.01 2.38 4.75
C 2.01 1.68 4.07
C 1.70 1.05 2.86
N 0.48 1.07 2.32
C -0.48 1.73 2.98
C -0.27 2.39 4.18
H 1.66 2.34 6.79
H 2.10 3.81 5.93
H 0.41 3.56 6.43
H 3.02 1.59 4.45
H 2.50 0.52 2.34
H -1.49 1.74 2.56
H -1.11 2.90 4.65

=====

52
Properties=species:S:1:pos:R:3 method="wB97M-V/def2-TZVPD" e_homo_ev=-8.1 de_lowest_kcal_mol=4.7 smiles="Fc1ccccc1NC(=S)N(CCN1CCCCCC1)Cc1cccs1" charge=0 gap_ev=8.6851 fmax_ev_per_a=0.997
F 4.52 -2.02 -0.13
C 4.63 -0.67 -0.26
C 5.72 -0.14 -0.92
C 5.81 1.23 -1.07
C 4.80 2.04 -0.56
C 3.71 1.50 0.09
C 3.61 0.12 0.27
N 2.55 -0.53 0.88
C 1.63 -0.08 1.79
S 1.79 1.38 2.56
N 0.61 -0.92 2.06
C 0.29 -2.07 1.22
C -0.03 -1.71 -0.24
N -1.17 -0.82 -0.33
C -2.32 -1.44 -0.96
C -3.44 -0.50 -1.37
C -3.23 0.14 -2.74
C -2.18 1.25 -2.77
C -0.82 0.82 -2.23
C -0.85 0.54 -0.72
C -0.29 -0.64 3.16
C -1.59 -0.06 2.73
C -1.87 1.25 2.45
C -3.21 1.46 2.07
C -3.94 0.31 2.07
S -3.00 -1.05 2.52
H 6.47 -0.81 -1.31
H 6.66 1.67 -1.58
H 4.86 3.11 -0.69
H 2.94 2.14 0.48
H 2.58 -1.54 0.76
H 1.09 -2.81 1.26
H -0.61 -2.52 1.65
H 0.85 -1.26 -0.72
H -0.23 -2.65 -0.76
H -2.01 -2.02 -1.86
H -2.71 -2.17 -0.24
H -4.36 -1.09 -1.42
H -3.58 0.27 -0.61
H -2.94 -0.64 -3.46
H -4.18 0.56 -3.09
H -2.07 1.60 -3.80
H -2.53 2.10 -2.17
H -0.47 -0.07 -2.76
H -0.10 1.62 -2.43
H 0.12 0.78 -0.28
H -1.58 1.21 -0.25
H -0.46 -1.58 3.70
H 0.22 0.06 3.82
H -1.13 2.03 2.53
H -3.62 2.42 1.82
H -4.97 0.18 1.83

=====

59
Properties=species:S:1:pos:R:3 method="wB97M-V/def2-TZVPD" e_homo_ev=-15.4 de_lowest_kcal_mol=0.0 charge=+3 gap_ev=4.2476 fmax_ev_per_a=0.513
Tl 0.68 1.05 -0.21
C -2.84 0.96 1.64
C -2.36 -0.37 2.09
C -2.83 -0.94 3.29
C -2.41 -2.19 3.70
C -1.52 -2.90 2.89
C -1.14 -2.25 1.74
N -1.49 -1.04 1.33
N -0.37 -2.97 0.76
Si 0.95 -4.33 0.52
C 0.33 -3.60 -2.56
C 2.62 -3.78 0.93
C 0.27 -6.01 0.59
H -3.01 1.63 2.48
H -3.80 0.84 1.11
H -2.14 1.43 0.95
H -3.53 -0.39 3.90
H -2.77 -2.62 4.62
H -1.19 -3.90 3.14
H 0.30 -2.56 -2.88
H -0.57 -4.16 -2.81
H 1.24 -4.11 -2.85
H 2.70 -2.70 1.06
H 3.27 -4.07 0.09
H 3.00 -4.29 1.82
H -0.80 -6.06 0.38
H 0.47 -6.47 1.56
H 0.80 -6.62 -0.16
C -1.04 3.32 -2.81
C -1.04 3.88 -1.43
N -0.63 3.25 -0.36
C -0.73 4.03 0.78
C -1.23 5.27 0.55
S -1.58 5.47 -1.11
C -0.34 3.48 2.08
C -0.42 4.10 3.28
S 0.18 3.08 4.51
C 0.51 1.87 3.35
N 0.19 2.21 2.13
C 1.11 0.55 3.72
H -0.74 2.27 -2.79
H -0.35 3.88 -3.45
H -2.03 3.38 -3.26
H -1.40 6.07 1.25
H -0.79 5.09 3.51
H 1.45 0.55 4.76
H 1.97 0.34 3.08
H 0.38 -0.25 3.61
O 0.41 -3.54 -1.05
N -0.51 -2.67 -0.42
I -3.52 -2.30 -4.60
C -1.81 -1.30 -4.06
C -0.78 -0.88 -4.88
N 0.12 -0.27 -4.08
N -0.25 -0.25 -2.79
C -1.43 -0.87 -2.78
H -0.63 -0.97 -5.94
H 0.98 0.17 -4.36
H -1.98 -0.99 -1.85

=====

49
Properties=species:S:1:pos:R:3 method="wB97M-V/def2-TZVPD" e_homo_ev=-8.2 de_lowest_kcal_mol=25.6 smiles=COc1ccccc1CNC1CCN(Cc2ccccc2)CC1 charge=0 gap_ev=8.9334 fmax_ev_per_a=0.443
C 0.90 3.24 0.66
O 1.44 2.25 -0.18
C 2.64 1.68 0.17
C 3.37 2.03 1.30
C 4.56 1.38 1.59
C 5.03 0.38 0.76
C 4.31 0.04 -0.38
C 3.12 0.68 -0.69
C 2.38 0.29 -1.94
N 2.17 -1.16 -2.01
C 1.04 -1.71 -1.28
C 1.15 -1.46 0.22
C -0.02 -2.15 0.94
N -1.32 -1.71 0.49
C -1.68 -0.37 0.93
C -3.14 -0.10 0.69
C -4.08 -1.04 1.08
C -5.43 -0.82 0.88
C -5.85 0.36 0.28
C -4.92 1.30 -0.11
C -3.57 1.07 0.09
C -1.45 -1.90 -0.94
C -0.34 -1.23 -1.76
H 1.56 4.12 0.73
H 0.70 2.86 1.66
H -0.04 3.54 0.20
H 3.02 2.80 1.97
H 5.11 1.66 2.47
H 5.96 -0.12 0.99
H 4.66 -0.74 -1.04
H 2.99 0.57 -2.80
H 1.44 0.86 -2.00
H 2.09 -1.43 -2.98
H 1.09 -2.79 -1.45
H 2.10 -1.85 0.59
H 1.11 -0.40 0.43
H 0.05 -1.98 2.02
H 0.03 -3.23 0.77
H -1.08 0.43 0.45
H -1.48 -0.32 2.01
H -3.74 -1.96 1.54
H -6.16 -1.56 1.18
H -6.91 0.54 0.12
H -5.24 2.22 -0.58
H -2.85 1.81 -0.22
H -2.43 -1.53 -1.26
H -1.42 -2.98 -1.13
H -0.47 -1.46 -2.82
H -0.42 -0.14 -1.65

=====

51
Properties=species:S:1:pos:R:3 method="wB97M-V/def2-TZVPD" e_homo_ev=-7.3 de_lowest_kcal_mol=498.6 smiles="O=C([C@H]1C[C@@H]2CC[C@H]1C2)N1CCN(Cc2ccc3c(c2)OCO3)CC1" charge=0 gap_ev=7.9200 fmax_ev_per_a=19.609
O 3.07 1.20 1.84
C 2.96 1.02 0.56
C 3.47 -0.19 -0.26
C 4.60 -0.69 0.55
C 4.42 -2.20 0.84
C 4.57 -2.87 -0.70
C 3.21 -2.14 -1.53
C 2.61 -1.09 -0.35
C 2.83 -2.02 1.19
N 2.09 1.92 -0.13
C 1.52 1.69 -1.49
C -0.10 1.36 -1.42
N -0.82 2.40 -0.62
C -2.15 2.59 -0.90
C -2.86 1.27 -0.48
C -3.33 1.25 1.10
C -3.79 0.00 1.63
C -3.99 -1.02 0.88
C -3.44 -0.87 -0.60
C -3.02 0.18 -1.01
O -3.91 -2.12 -0.92
C -4.38 -2.86 0.01
O -4.54 -2.14 1.30
C -0.30 2.61 0.47
C 1.17 2.89 0.52
H 3.75 0.27 -1.21
H 5.58 -0.64 0.00
H 4.68 -0.10 1.42
H 4.79 -2.56 1.69
H 5.43 -2.68 -1.16
H 4.48 -4.03 -0.56
H 3.32 -1.64 -2.29
H 2.50 -2.97 -1.74
H 1.55 -1.04 -0.75
H 2.56 -1.41 1.82
H 2.23 -2.89 1.06
H 1.68 2.49 -2.12
H 2.01 0.96 -1.97
H -0.23 0.58 -1.06
H -0.42 1.40 -2.64
H -2.64 3.37 -0.35
H -2.35 2.52 -1.94
H -3.12 2.34 1.53
H -4.14 -0.02 2.60
H -2.74 0.10 -2.26
H -3.75 -3.69 -0.08
H -5.30 -3.28 -0.36
H -0.59 1.75 1.04
H -0.79 3.22 0.98
H 1.46 3.79 0.13
H 1.54 3.08 1.66

=====

53
Properties=species:S:1:pos:R:3 method="wB97M-V/def2-TZVPD" e_homo_ev=-8.5 de_lowest_kcal_mol=39.3 smiles="Cc1c(C)c2ccc(OCC(=O)NCCN3CCOCC3)c(C)c2oc1=O" charge=0 gap_ev=8.6038 fmax_ev_per_a=0.975
C -4.81 0.50 0.53
C -3.43 1.05 0.30
C -2.44 1.03 1.23
C -2.64 0.45 2.60
C -1.15 1.58 0.90
C -0.05 1.60 1.76
C 1.16 2.10 1.36
C 1.33 2.61 0.07
O 2.53 3.07 -0.42
C 3.70 2.64 0.24
C 3.75 1.11 0.38
O 4.19 0.55 1.36
N 3.26 0.48 -0.71
C 2.87 -0.91 -0.70
C 1.35 -1.03 -0.83
N 0.84 -2.29 -0.32
C -0.60 -2.24 -0.11
C -1.04 -3.55 0.54
O -0.71 -4.66 -0.26
C 0.67 -4.70 -0.50
C 1.17 -3.42 -1.16
C 0.25 2.65 -0.81
C 0.37 3.20 -2.20
C -0.97 2.13 -0.39
O -1.98 2.14 -1.29
C -3.21 1.62 -1.02
O -4.04 1.67 -1.90
H -5.39 0.64 -0.38
H -4.77 -0.57 0.76
H -5.31 1.01 1.35
H -3.64 0.07 2.73
H -2.46 1.22 3.35
H -1.93 -0.36 2.77
H -0.15 1.21 2.76
H 1.99 2.08 2.05
H 4.53 2.98 -0.39
H 3.81 3.09 1.23
H 2.90 1.04 -1.46
H 3.19 -1.33 0.26
H 3.38 -1.44 -1.51
H 1.05 -0.86 -1.88
H 0.90 -0.23 -0.22
H -0.83 -1.41 0.56
H -1.14 -2.10 -1.06
H -2.13 -3.57 0.66
H -0.56 -3.65 1.52
H 0.85 -5.57 -1.14
H 1.21 -4.84 0.46
H 2.25 -3.48 -1.29
H 0.70 -3.32 -2.16
H 1.40 3.48 -2.41
H 0.03 2.46 -2.93
H -0.26 4.08 -2.30

=====

53
Properties=species:S:1:pos:R:3 method="wB97M-V/def2-TZVPD" e_homo_ev=-8.3 de_lowest_kcal_mol=452.3 charge=0 gap_ev=8.4907 fmax_ev_per_a=15.637
C 5.58 0.95 0.84
H 5.44 1.76 1.43
H 6.49 0.46 1.17
H 5.93 1.34 -0.21
C 4.32 -0.12 0.39
N 3.06 0.69 0.13
C 2.39 1.51 1.22
C 0.99 1.76 0.60
O 0.43 2.86 0.46
C 0.35 0.44 0.49
C -0.95 0.68 -0.20
N -1.57 1.72 -0.68
H -2.34 1.48 -1.14
H -0.96 2.55 -0.20
N -1.48 -0.71 -0.72
C -0.99 -1.97 -0.15
O -1.39 -3.12 -0.64
N 0.14 -1.97 0.60
C 0.92 -0.66 0.96
O 1.65 -0.87 1.98
C 0.70 -3.19 0.85
H 1.68 -3.12 0.82
H 0.20 -3.87 0.50
H 0.60 -3.23 2.19
C -2.70 -0.53 -1.63
C -3.79 -0.09 -0.66
C -4.07 -0.61 0.69
C -5.13 0.27 1.34
C -6.13 0.91 0.83
C -5.81 1.22 -0.55
C -4.75 0.84 -1.35
H -4.64 0.95 -2.46
H -6.50 1.95 -1.11
H -6.91 1.24 1.22
H -5.35 -0.21 2.41
H -3.36 -0.89 1.24
H -2.49 -0.17 -2.50
H -2.89 -1.74 -1.34
H 2.88 2.70 1.09
H 2.47 1.32 2.14
C 3.33 1.34 -1.05
C 3.76 0.54 -1.99
C 3.68 -1.00 -1.68
C 4.55 -1.24 -0.41
H 5.55 -1.03 -0.76
H 4.53 -2.12 0.03
H 4.22 -1.78 -2.42
H 2.86 -1.33 -1.47
H 3.44 0.67 -3.30
H 4.82 0.77 -2.31
H 3.85 2.41 -1.19
H 2.26 1.72 -1.59
H 4.20 -0.30 1.41